This record from the Open Molecules 2025 dataset describes an isolated molecule of C4H7NO2. The level of theory is the ωB97M-V functional and the def2-TZVPD basis.

largest force on an atom	2.978	eV/A
M	101.1	g/mol
SMILES	NC(=O)C[C@H]1CO1
HOMO-LUMO gap	10.8	eV
energy relative to the best compared isomer or geometry (same formula, charge and spin)	352.2	kJ/mol

XYZ file:
```
14
Properties=species:S:1:pos:R:3:lowdin_charge:R:1
N 1.866 0.678 1.739 0.14
C 0.668 0.649 1.070 -0.52
O -0.018 1.639 0.915 0.06
C 0.281 -0.779 0.305 -0.02
C -1.116 -0.883 -0.265 -0.30
C -1.458 0.156 -1.226 -0.14
O -1.221 -1.170 -1.666 -0.04
H 1.874 1.333 2.515 0.12
H 2.252 -0.228 1.937 0.09
H 0.905 -1.623 -0.031 0.12
H 0.845 -0.006 -0.308 0.12
H -1.941 -1.335 0.299 0.15
H -0.671 0.869 -1.468 0.11
H -2.473 0.532 -1.275 0.12
```